Molecular formula: C19H20N4O4S2
Method: DFT, wB97M-V/def2-TZVPD

Last column: Löwdin charge in e.
Geometry (Å):
C -3.10634 0.67725 2.93964  -0.097
H -3.90197 0.04738 2.54431  0.096
O -1.91438 0.18477 2.37292  -0.158
C -0.73513 0.81144 2.70405  -0.239
C -0.62572 1.90182 3.54809  -0.025
C 0.61683 2.46839 3.79195  -0.085
C 1.74979 1.95009 3.19785  -0.090
C 1.65496 0.85470 2.35462  -0.015
C 0.42106 0.27943 2.10219  -0.158
N 0.23660 -0.82318 1.25765  0.167
C 1.06626 -1.27569 0.28361  -0.423
O 2.17544 -0.82812 0.08078  0.075
C 0.51128 -2.45218 -0.52765  -0.170
C 1.16400 -2.46797 -1.92829  -0.143
N 0.38205 -1.76694 -2.90307  -0.226
S 0.89347 -0.29517 -3.43220  0.677
O -0.09086 0.18235 -4.35859  -0.268
O 2.24761 -0.43747 -3.88118  -0.277
C 0.94293 0.86298 -2.05457  -0.204
C 2.10850 1.52310 -1.79044  -0.035
C 2.18479 2.52988 -0.80764  -0.039
C 1.08572 2.91169 -0.08889  -0.004
C -0.12737 2.24972 -0.33562  -0.335
N -1.30169 2.44908 0.26674  -0.192
S -2.36966 1.41626 -0.33246  1.070
N -1.42046 0.66033 -1.38694  -0.215
C -0.20081 1.19751 -1.32146  -0.327
H 1.12265 3.68753 0.65840  0.120
H 3.13480 3.00988 -0.63171  0.113
H 2.97992 1.24781 -2.36249  0.119
C -0.98588 -2.19174 -3.11552  -0.192
C -1.44958 -3.09344 -1.97457  -0.158
C -1.02238 -2.46791 -0.64943  -0.159
H -1.46746 -3.01789 0.18298  0.120
H -1.41016 -1.44748 -0.65033  0.075
H -2.53524 -3.18723 -2.01210  0.117
H -1.02057 -4.09127 -2.07735  0.114
H -1.05699 -2.71630 -4.07666  0.125
H -1.60405 -1.29314 -3.17270  0.101
H 1.31285 -3.50072 -2.26182  0.135
H 2.13861 -1.97777 -1.88704  0.119
H 0.84797 -3.35278 0.00028  0.157
H -0.68812 -1.22338 1.32992  0.124
H 2.52980 0.44746 1.87778  0.109
H 2.71516 2.39313 3.38658  0.104
H 0.68625 3.32178 4.44901  0.103
H -1.49951 2.32759 4.01359  0.106
H -3.09027 0.59849 4.03066  0.100
H -3.28470 1.71593 2.64714  0.088

Computed properties:
Kohn-Sham gap ... 7.6 eV
F_max ... 1.31 eV/Å
ΔE to the lowest compared entry with this formula, charge and spin ... 209.9 kJ/mol
2S+1 ... 1
Highest occupied orbital energy ... -8.44 eV
LUMO ... -0.85 eV